Below is 8 unconnected molecules or ions with the total composition C10H41B2O11 in a non-equilibrium geometry, with properties calculated with ωB97M-V/def2-TZVPD.

- Multiplicity: 1
- Net charge: -1
- Frontier orbital gap: 5.4 eV
- LUMO: 0.4 eV
- Energy relative to the best compared isomer or geometry (same formula, charge and spin): 232.7 kcal per mole

Last column: natural (NBO) charge in e.
CARTESIAN COORDINATES (ANGSTROEM)
O1 4.48 -6.35 3.19  -0.7192
O2 -1.21 -3.10 -4.34  -0.7371
O3 5.22 0.76 2.59  -0.7639
O4 0.30 1.42 -6.72  -0.7099
O5 -0.29 1.33 -3.89  -0.7329
O6 3.07 -4.16 1.19  -0.7119
O7 -6.41 1.40 -0.60  -0.7093
O8 -2.30 4.99 5.99  -0.7231
O9 -1.95 -3.16 -1.80  -0.7101
O10 -6.39 0.92 2.32  -0.7432
O11 -0.41 5.09 3.10  -0.7313
C1 -2.20 -4.15 -4.00  -0.1030
C2 -0.57 2.55 -4.60  -0.0856
C3 -1.12 4.43 5.44  -0.0898
C4 -0.79 2.07 -6.11  -0.0931
C5 -1.95 -4.34 -2.56  -0.0932
C6 -5.54 0.51 0.14  -0.1119
C7 3.54 -6.32 2.10  -0.1047
C8 -5.22 1.04 1.48  -0.0935
C9 -0.24 5.33 4.51  -0.0737
C10 2.48 -5.23 1.88  -0.1011
B1 6.44 2.16 -1.73  -0.8403
B2 1.05 0.93 1.09  -0.8406
H1 -7.28 1.07 -0.37  0.4602
H2 0.78 5.00 4.71  0.1603
H3 3.14 -7.33 2.17  0.1641
H4 -1.20 2.85 -6.75  0.1533
H5 0.34 3.12 -4.47  0.1800
H6 2.06 -4.82 2.81  0.1586
H7 5.70 -0.07 2.51  0.5669
H8 5.68 1.48 -2.09  -0.0282
H9 5.98 3.12 -1.57  -0.0290
H10 1.55 -5.53 1.41  0.1778
H11 -1.98 -4.99 -4.66  0.1864
H12 -5.72 -0.56 0.10  0.1714
H13 -1.67 -2.25 -4.33  0.4768
H14 1.70 0.19 0.63  -0.0388
H15 -2.56 4.50 6.77  0.4674
H16 1.70 1.57 1.67  -0.0574
H17 4.56 0.92 1.91  0.6106
H18 -1.26 -2.61 -2.17  0.4780
H19 -2.83 -4.81 -2.11  0.1676
H20 0.02 1.50 -3.00  0.4913
H21 -1.15 -5.02 -2.26  0.1625
H22 7.23 2.28 -2.45  -0.0210
H23 0.00 0.63 -7.17  0.4706
H24 4.03 -6.03 3.98  0.4570
H25 -4.39 0.37 1.72  0.1717
H26 5.82 1.46 2.84  0.5685
H27 -0.16 4.19 2.85  0.4883
H28 -3.23 -3.83 -4.13  0.1715
H29 2.35 -3.57 0.97  0.4800
H30 -6.52 0.01 2.60  0.4588
H31 0.29 0.44 1.68  -0.0363
H32 4.23 -6.51 1.27  0.1990
H33 -1.75 1.59 -6.32  0.1629
H34 -4.94 2.09 1.60  0.2060
H35 0.58 1.63 0.41  -0.0165
H36 -1.27 3.42 5.07  0.1708
H37 -4.56 0.65 -0.32  0.1895
H38 6.92 1.88 -0.80  -0.0724
H39 -0.36 6.39 4.72  0.1896
H40 -1.38 3.23 -4.34  0.1640
H41 -0.42 4.23 6.25  0.1412

---

Below is 8 unconnected molecules or ions with the total composition C10H41B2O11 in a non-equilibrium geometry, with properties calculated with ωB97M-V/def2-TZVPD.

- Multiplicity: 1
- Net charge: -1
- Frontier orbital gap: 9.5 eV
- LUMO: 2.6 eV
- Energy relative to the best compared isomer or geometry (same formula, charge and spin): 0.0 kcal per mole

Last column: natural (NBO) charge in e.
CARTESIAN COORDINATES (ANGSTROEM)
O1 29.19 -0.96 -13.61  -0.8781
O2 27.05 1.28 -18.68  -0.7791
O3 29.32 4.90 -15.03  -0.7708
O4 28.61 -1.16 -18.49  -0.7549
O5 33.20 4.21 -15.52  -0.7339
O6 25.61 3.26 -13.39  -0.7414
O7 31.02 5.15 -17.14  -0.7630
O8 25.92 2.42 -16.29  -0.8075
O9 27.78 1.18 -21.49  -0.7179
O10 29.75 3.30 -12.49  -0.7496
O11 30.99 -1.85 -15.89  -0.7098
C1 24.78 3.60 -14.50  -0.0897
C2 31.75 4.00 -17.43  -0.0831
C3 24.71 2.52 -15.54  -0.0947
C4 29.28 -0.90 -17.27  -0.0919
C5 29.62 5.40 -13.72  -0.0981
C6 27.93 2.27 -19.29  -0.0982
C7 30.63 -1.57 -17.24  -0.0804
C8 28.64 1.61 -20.44  -0.0975
C9 30.45 4.45 -12.88  -0.0926
C10 32.26 3.35 -16.19  -0.0981
B1 28.31 1.60 -14.58  -0.8558
B2 26.83 -2.44 -13.37  -0.8482
H1 29.62 -1.00 -12.75  0.5232
H2 26.50 -1.28 -13.48  -0.0142
H3 32.78 5.07 -15.43  0.4666
H4 27.73 0.99 -15.44  -0.0035
H5 26.30 2.63 -13.66  0.4883
H6 26.61 1.95 -15.77  0.5218
H7 29.24 2.92 -13.24  0.5092
H8 31.40 -0.98 -17.77  0.1475
H9 30.10 6.36 -13.93  0.1812
H10 27.93 -0.48 -18.63  0.5009
H11 25.89 -3.13 -13.05  0.0195
H12 23.83 3.72 -13.97  0.1754
H13 28.32 -1.56 -13.60  0.5954
H14 27.97 1.22 -13.48  0.0146
H15 28.73 4.14 -14.95  0.5066
H16 32.57 4.22 -18.12  0.1725
H17 27.34 3.13 -19.61  0.1761
H18 31.15 3.28 -18.02  0.1496
H19 30.44 5.01 -16.36  0.5022
H20 28.66 2.51 -18.51  0.1789
H21 30.80 4.93 -11.97  0.1780
H22 28.07 2.78 -14.62  -0.0501
H23 29.51 1.44 -14.70  0.0187
H24 29.35 2.30 -20.90  0.1761
H25 24.55 1.54 -15.08  0.1852
H26 28.68 -1.36 -16.47  0.1792
H27 31.36 4.21 -13.45  0.1625
H28 31.92 -2.08 -15.95  0.4600
H29 23.92 2.73 -16.26  0.1796
H30 29.30 0.16 -16.99  0.1733
H31 26.82 1.71 -17.84  0.5112
H32 25.08 4.56 -14.94  0.1651
H33 30.53 -2.49 -17.84  0.1626
H34 27.19 0.53 -21.09  0.4721
H35 32.86 2.47 -16.44  0.1766
H36 29.26 0.80 -20.05  0.1784
H37 27.32 -2.84 -14.42  -0.0070
H38 27.64 -2.54 -12.45  -0.0358
H39 31.47 3.06 -15.49  0.1786
H40 28.69 5.65 -13.19  0.1784
H41 28.97 0.02 -13.82  0.5801

---

Below is a molecular structure, C10H41F3N18NbO11S in a non-equilibrium geometry, with properties calculated with ωB97M-V/def2-TZVPD.

- Multiplicity: 1
- Net charge: -1
- Frontier orbital gap: 8.0 eV
- LUMO: 1.7 eV

Last column: Löwdin charge in e.
CARTESIAN COORDINATES (ANGSTROEM)
Nb1 -4.80 0.73 2.39  0.7340
S1 -2.25 0.09 1.72  0.5353
F1 -1.38 1.88 3.45  0.0422
F2 -0.14 0.08 3.43  0.0913
F3 0.13 1.59 1.91  0.0896
O1 -2.06 -1.32 2.13  -0.4953
O2 3.58 -2.94 -4.07  -0.0093
O3 -0.10 -1.82 -4.49  -0.0364
O4 -2.94 -5.41 1.01  0.0126
O5 2.54 5.64 0.49  -0.0020
O6 0.67 9.45 3.88  0.0170
O7 -4.23 -2.81 -3.22  0.0291
O8 -4.78 -3.27 5.59  0.0004
O9 6.36 -0.35 -1.50  -0.0023
O10 2.16 1.07 -0.98  -0.0086
O11 -2.06 0.38 0.30  -0.4809
N1 -3.82 -4.73 -4.35  0.1457
N2 0.96 -0.92 -2.70  0.1761
N3 -1.32 -1.20 -2.68  0.1867
N4 3.38 -4.48 -2.43  0.1620
N5 4.38 -0.61 -2.60  0.1683
N6 2.61 8.36 3.50  0.1608
N7 0.61 6.67 1.07  0.1714
N8 2.93 2.61 0.48  0.1716
N9 2.52 10.09 5.03  0.1431
N10 2.47 3.21 -1.69  0.1709
N11 1.70 5.31 2.58  0.1659
N12 -3.59 -3.14 3.64  0.1549
N13 -1.10 -4.08 1.18  0.1786
N14 1.75 -4.27 -4.06  0.1724
N15 -1.06 -6.00 -0.10  0.1375
N16 -3.65 -2.68 -5.41  0.1552
N17 -4.80 -5.02 4.13  0.1366
N18 6.31 -1.53 -3.44  0.1407
C1 1.86 9.31 4.12  -0.6869
C2 -1.78 -5.17 0.73  -0.6695
C3 2.94 -3.85 -3.56  -0.6667
C4 5.72 -0.79 -2.44  -0.6924
C5 -3.92 -3.36 -4.26  -0.6896
C6 -0.15 -1.34 -3.35  -0.6782
C7 -0.80 0.95 2.65  -0.6556
C8 -4.41 -3.75 4.53  -0.6861
C9 1.67 5.85 1.32  -0.6845
C10 2.51 2.23 -0.75  -0.6605
H1 -1.54 -6.81 -0.46  0.0922
H2 7.30 -1.69 -3.37  0.0904
H3 -3.27 -2.19 3.76  0.0267
H4 1.98 10.80 5.50  0.1000
H5 -4.54 2.12 3.52  -0.1261
H6 2.47 4.71 2.81  0.1053
H7 1.83 -0.99 -3.19  0.0666
H8 3.91 -1.00 -3.39  0.0537
H9 4.24 -4.15 -2.03  0.1041
H10 -4.01 -5.25 -3.51  0.0999
H11 1.18 -4.97 -3.62  0.0941
H12 -5.97 -0.54 1.79  -0.1275
H13 3.50 9.99 5.24  0.0885
H14 -3.67 -1.68 -5.36  0.1053
H15 -1.59 -3.39 1.72  0.0543
H16 5.76 -1.97 -4.16  0.0694
H17 2.70 4.16 -1.46  0.0778
H18 2.15 7.77 2.83  0.0562
H19 -0.15 -3.88 0.90  0.0979
H20 3.87 -0.09 -1.90  0.0758
H21 -1.40 -0.82 -1.76  0.0773
H22 -0.12 6.86 1.74  0.1073
H23 1.36 -3.72 -4.81  0.0910
H24 -5.42 -5.52 4.74  0.0866
H25 -2.16 -1.53 -3.13  0.0680
H26 3.59 8.21 3.68  0.0971
H27 -3.56 -5.21 -5.19  0.0844
H28 -3.34 -3.60 2.79  0.0556
H29 3.17 3.57 0.66  0.0593
H30 -3.34 -3.12 -6.26  0.0905
H31 0.55 7.08 0.16  0.1123
H32 -0.11 -5.83 -0.36  0.0772
H33 0.96 -0.51 -1.78  0.0700
H34 2.92 1.93 1.21  0.1049
H35 -4.62 1.76 0.86  -0.1294
H36 -4.52 -5.41 3.25  0.0728
H37 -6.34 1.38 2.92  -0.1682
H38 0.98 5.47 3.26  0.1086
H39 2.87 -5.21 -1.97  0.0855
H40 -4.34 -0.34 3.81  -0.1051
H41 2.13 2.96 -2.60  0.1049

---

Below is 2 unconnected molecules or ions with the total composition C10H5BrF2O in a non-equilibrium geometry, with properties calculated with ωB97M-V/def2-TZVPD.

- Multiplicity: 1
- Frontier orbital gap (alpha / beta): 7.0 / 5.9 eV
- LUMO (alpha / beta): -1.1 / -1.2 eV

Last column: natural (NBO) charge in e.
CARTESIAN COORDINATES (ANGSTROEM)
Br1 -3.62 1.66 -3.36  0.0144
F1 -1.18 1.25 -2.29  -0.3795
F2 -2.64 2.01 -0.82  -0.3364
O1 -4.25 -1.49 -1.43  -0.4027
C1 2.07 1.07 1.34  -0.2122
C2 0.86 0.91 0.69  -0.1705
C3 -0.93 -0.68 0.04  0.1788
C4 -2.11 -0.70 -0.39  -0.3299
C5 -2.52 1.24 -1.87  0.4773
C6 1.16 -1.52 0.67  -0.1753
C7 0.35 -0.42 0.53  -0.1009
C8 -3.29 -1.06 -0.89  0.7053
C9 2.92 -0.06 1.45  -0.1809
C10 2.51 -1.33 1.03  -0.2088
H1 0.04 1.58 0.51  0.2324
H2 3.88 0.30 1.72  0.2167
H3 2.59 2.00 1.54  0.2235
H4 1.00 -2.56 0.44  0.2288
H5 3.16 -2.19 1.11  0.2198

---

Below is a molecular structure, C10H5BrNNiO5 in a non-equilibrium geometry, with properties calculated with ωB97M-V/def2-TZVPD.

- Multiplicity: 3
- Net charge: +1
- Frontier orbital gap (alpha / beta): 7.1 / 6.4 eV
- LUMO (alpha / beta): -4.5 / -6.4 eV
- Energy relative to the best compared isomer or geometry (same formula, charge and spin): 4.9 kcal per mole

Last column: natural (NBO) charge in e.
CARTESIAN COORDINATES (ANGSTROEM)
Br1 -1.36 -1.54 4.00  0.1274
Ni1 1.54 -0.02 -1.77  0.6032
O1 2.83 2.39 -0.83  -0.3612
O2 -2.46 -4.36 -0.19  -0.4732
O3 1.72 -1.26 -4.40  -0.3677
O4 -0.49 1.49 -3.36  -0.3737
O5 2.48 -1.51 0.70  -0.3850
N1 -0.15 0.22 0.40  -0.4862
C1 0.12 0.78 -2.64  0.2100
C2 -1.09 -0.29 2.58  -0.1050
C3 -1.25 1.94 1.73  -0.2163
C4 -1.60 -3.75 -0.65  0.4780
C5 -1.50 1.04 2.78  -0.1641
C6 1.92 -0.93 -3.31  0.4697
C7 -0.61 1.48 0.55  0.0167
C8 -0.43 -0.66 1.38  0.0068
C9 2.09 1.60 -1.26  0.4435
C10 2.40 -1.24 -0.42  0.4950
H1 -0.47 2.17 -0.28  0.1990
H2 -0.13 -1.70 1.28  0.2215
H3 -1.53 3.00 1.79  0.2506
H4 -1.96 1.37 3.71  0.2591
H5 -0.07 -0.23 -1.80  0.1518